Entry from OMol25: an isolated molecule of C5H6N2S at a distorted geometry (the ωB97M-V functional and the def2-TZVPD basis).

Geometry (Å):
S1 0.293 2.246 -0.969
N1 1.965 0.113 -1.006
N2 0.071 -2.341 -1.383
C1 0.750 0.692 -0.769
C2 -1.636 0.344 0.493
C3 -0.583 -0.044 1.455
C4 -0.301 -1.462 -0.727
C5 -0.391 -0.258 -0.063
H1 2.136 -0.820 -0.685
H2 -2.520 -0.129 0.435
H3 -1.758 1.440 0.255
H4 2.799 0.640 -1.023
H5 0.027 0.584 2.120
H6 -0.852 -1.004 1.868

Atoms 1-6, force components in eV/Å:
0.91 0.14 -0.39
-1.75 -0.20 0.60
-0.67 0.26 0.48
-1.14 -0.24 1.38
2.45 4.22 -0.52
-0.32 -1.59 -0.04

Calculated values
energy above the lowest of the compared OMol25 structures with the same formula, charge and spin: 51.53 kcal/mol
orbital gap: 9.042 eV
total energy: -19095.7763 eV
E_HOMO: -8.7226 eV
SMILES: N#CC1(C(N)=S)CC1